(1)
Here is a structure of composition C7H13NP from OMol25. Energies are from ωB97M-V/def2-TZVPD.

Geometry as XYZ:
```
22
Properties=species:S:1:pos:R:3:forces:R:3:mulliken_charge:R:1
H 1.172 -0.733 0.902 1.167 -2.157 1.099 0.415
H 1.010 1.625 -2.996 1.471 0.287 -1.125 0.414
H -1.255 -0.527 4.378 -1.590 0.379 0.978 0.315
H -0.682 1.358 -3.493 -0.859 -0.597 -2.068 0.403
H -0.340 2.293 -2.172 0.549 -1.240 0.103 0.374
N 0.082 0.159 -1.935 -1.852 0.633 -0.240 0.119
H 1.506 -1.420 -1.584 -0.870 -1.671 0.910 0.428
H -2.489 -1.144 1.425 -1.671 -1.305 -0.268 0.464
H 1.656 -0.641 -3.081 -0.311 0.593 0.897 0.409
C 1.393 -0.469 -2.002 0.322 -0.251 -1.351 -1.134
C -0.282 -0.474 3.995 2.850 0.757 0.445 -0.882
P -0.646 0.296 2.351 0.514 -1.478 -1.206 -0.001
H 2.172 0.059 -1.505 0.480 1.149 0.069 0.461
C -0.747 -0.541 0.088 -1.565 -1.066 3.221 0.235
C -1.512 -0.845 1.244 1.113 2.381 -1.128 -0.493
C 0.435 -0.017 0.786 0.221 -0.150 0.952 -0.997
H -2.028 0.227 -1.572 1.588 -0.705 0.330 0.396
C 0.032 1.384 -2.742 -1.276 1.391 2.394 -1.123
H 1.055 0.682 0.339 0.360 2.454 -0.885 0.635
H 0.151 -1.483 4.275 -0.059 1.157 -1.178 0.345
C -1.011 -0.161 -1.222 0.697 1.134 -1.359 -0.080
H 0.329 0.374 4.523 -1.280 -1.694 -0.590 0.296
```
Positions in Å, forces in eV/Å.

Output
LUMO level = -5.5 eV
Energy relative to the best compared isomer or geometry (same formula, charge and spin) = 166.4 kJ/mol
HOMO energy = -0.4695 Eh
Total charge = +1
Gap between HOMO and LUMO = 7.31 eV

=====

(2)
Here is the molecule C7H13OP from OMol25. Energies are from ωB97M-V/def2-TZVPD.

Geometry as XYZ:
```
22
Properties=species:S:1:pos:R:3:forces:R:3:mulliken_charge:R:1
C -0.169 -0.085 -0.716 -0.033 2.569 1.917 1.461
H 2.439 -0.657 0.711 1.813 -1.073 -1.386 0.451
H 1.893 0.791 -0.670 -0.880 -0.146 -0.139 0.395
H -1.630 -0.135 -2.427 1.890 -0.823 1.309 0.312
C -1.023 -0.107 1.920 2.347 -1.558 -3.345 -0.686
H 2.103 -0.918 2.426 0.340 -1.215 1.195 0.383
H 1.692 -0.296 -1.964 -0.718 0.018 -0.078 0.376
H 0.950 1.373 -2.008 -0.209 -1.361 0.394 0.357
H -0.259 -1.419 -2.345 -1.503 0.505 0.867 0.298
C -1.485 0.893 1.260 -1.604 3.366 -1.164 -0.223
H -1.047 -0.305 2.893 -0.866 -0.835 3.920 0.580
C -0.985 1.222 -0.136 -0.662 -2.818 -0.617 -1.118
H -1.809 1.490 -0.830 0.433 -0.205 0.384 0.362
C -0.990 -0.822 -1.686 -0.273 0.304 -4.400 -1.561
P 0.121 -1.059 0.875 -0.251 -0.789 0.146 0.801
H -0.305 2.028 -0.127 0.756 1.132 0.303 0.434
C 1.771 -0.580 1.495 -1.925 1.210 -0.585 -1.392
O -0.146 -2.529 0.798 0.322 0.807 -0.038 -0.787
H -2.194 1.617 1.699 0.392 -0.305 -0.116 0.326
C 1.107 0.435 -1.383 1.587 1.406 -0.023 -1.638
H -1.797 -1.421 -1.376 -0.525 -1.224 1.180 0.430
H 1.764 0.486 1.591 -0.430 1.033 0.276 0.437
```
Positions in Å, forces in eV/Å.

Output
LUMO level = 0.8 eV
Structure (SMILES) = CC1(C)CC=C[P@@]1(C)=O
Energy relative to the best compared isomer or geometry (same formula, charge and spin) = 0.0 kJ/mol
HOMO energy = -0.3499 Eh
Total charge = 0
Gap between HOMO and LUMO = 10.31 eV

=====

(3)
Here is a cluster of 2 separate species, C7H14 in total from OMol25. Energies are from ωB97M-V/def2-TZVPD.

Geometry as XYZ:
```
21
Properties=species:S:1:pos:R:3:forces:R:3:mulliken_charge:R:1
C 1.253 -0.301 -0.638 0.147 0.357 -0.042 -0.120
H 1.027 -2.206 0.368 0.077 0.192 -0.013 0.303
H 2.579 2.139 0.685 -0.091 0.042 0.059 0.312
H -1.516 -2.437 -0.397 -0.049 0.178 0.064 0.250
H 1.061 -0.789 -1.592 0.077 0.067 0.107 0.449
C 1.518 1.874 0.608 0.033 0.013 0.079 -1.130
C -2.004 -1.562 0.049 -0.048 -0.084 0.059 -1.054
H -1.644 -0.471 -1.840 -0.128 0.045 0.101 0.335
C -1.784 -0.323 -0.770 -0.149 0.476 0.160 0.043
H -3.075 -1.784 0.102 0.084 -0.072 0.003 0.335
C 1.388 -1.191 0.566 0.045 -0.044 0.084 -1.299
H 2.437 -1.268 0.873 -0.079 -0.052 0.038 0.357
H 1.244 1.354 1.533 0.048 0.049 -0.171 0.295
H -1.632 -1.452 1.073 -0.106 0.053 -0.162 0.262
H 0.825 -0.803 1.425 0.111 -0.040 -0.151 0.267
H 1.120 1.570 -1.543 0.135 -0.092 0.071 0.457
H 0.954 2.812 0.567 0.058 -0.170 -0.046 0.313
H -1.538 1.763 -0.943 -0.072 -0.101 0.074 0.321
H -1.785 1.129 0.776 -0.077 -0.071 -0.075 0.246
C 1.295 1.031 -0.613 0.152 -0.337 -0.079 -0.201
C -1.723 0.916 -0.289 -0.170 -0.409 -0.159 -0.743
```
Positions in Å, forces in eV/Å.

Output
LUMO level = 1.2 eV
Structure (SMILES) = C/C=C\C.C=CC
Energy relative to the best compared isomer or geometry (same formula, charge and spin) = 177.4 kJ/mol
HOMO energy = -0.3105 Eh
Total charge = 0
Gap between HOMO and LUMO = 9.61 eV

=====

(4)
Here is the molecule C7H14 from OMol25. Energies are from ωB97M-V/def2-TZVPD.

Geometry as XYZ:
```
21
Properties=species:S:1:pos:R:3:forces:R:3:mulliken_charge:R:1
H 2.257 -2.017 -0.396 -0.107 0.133 -0.027 0.265
H -0.068 2.192 -0.323 -0.053 -0.084 0.135 0.362
H 1.081 -1.405 -1.648 0.065 0.013 0.124 0.227
H -1.174 -1.233 -1.357 0.008 0.150 0.047 0.420
C 2.057 0.208 -0.487 0.072 0.194 -0.046 -0.672
H -0.643 0.354 -1.957 -0.025 -0.086 0.134 0.366
C 0.928 -0.365 0.319 -0.047 -0.004 0.194 -0.379
H -0.916 -0.390 2.306 -0.070 -0.034 -0.163 0.405
H 1.818 0.944 -1.249 0.021 -0.111 0.051 0.246
H -0.073 1.901 1.425 -0.065 -0.063 -0.109 0.355
C -1.332 -0.595 1.312 -0.017 -0.031 0.019 -1.805
C -1.164 -0.159 -1.139 -0.013 -0.016 -0.071 -1.948
H -1.606 2.000 0.535 0.140 -0.077 -0.002 0.416
C 1.612 -1.206 -0.723 -0.026 -0.202 -0.101 -0.597
H 1.208 -0.614 1.341 -0.034 0.048 -0.092 0.441
H -2.381 -0.271 1.314 0.173 -0.032 -0.044 0.422
H 3.008 0.373 0.013 -0.187 0.000 -0.099 0.265
C -0.570 1.643 0.483 0.011 0.062 0.009 -1.572
H -1.313 -1.680 1.151 0.011 0.146 0.033 0.395
C -0.524 0.130 0.224 -0.005 0.000 -0.007 1.937
H -2.204 0.189 -1.145 0.148 -0.005 0.015 0.452
```
Positions in Å, forces in eV/Å.

Output
LUMO level = 1.0 eV
Structure (SMILES) = CC(C)(C)C1CC1
Energy relative to the best compared isomer or geometry (same formula, charge and spin) = 75.7 kJ/mol
HOMO energy = -0.3725 Eh
Total charge = 0
Gap between HOMO and LUMO = 11.11 eV

=====

(5)
Here is the molecule C7H14 from OMol25. Energies are from ωB97M-V/def2-TZVPD.

Geometry as XYZ:
```
21
Properties=species:S:1:pos:R:3:forces:R:3:mulliken_charge:R:1
C 1.806 -0.857 -1.160 -0.015 -0.066 -0.049 -1.589
H -2.727 1.751 0.482 0.076 -0.009 -0.003 0.405
C 1.085 0.172 -0.289 0.136 0.057 0.030 0.312
H -1.714 2.245 1.817 -0.056 -0.083 -0.149 0.307
H 1.679 -0.639 -2.227 0.011 -0.026 0.150 0.368
H 1.559 1.147 -0.453 -0.059 -0.129 0.008 0.361
H 0.783 -1.149 1.428 0.070 0.141 -0.042 0.278
C -1.813 1.475 1.045 0.136 -0.009 0.047 -0.945
H 2.298 -0.242 1.461 -0.144 0.004 -0.054 0.424
H -1.999 0.488 1.495 0.059 0.116 -0.120 0.297
C -0.799 1.618 -0.021 -0.197 -0.295 0.101 -0.641
H 2.880 -0.843 -0.940 -0.163 -0.017 -0.019 0.438
C 1.237 -0.178 1.194 -0.025 -0.006 0.061 -1.358
C -1.263 -0.915 -0.570 -0.041 -0.022 0.071 -1.607
C -0.412 0.354 -0.719 -0.055 0.084 -0.030 0.721
H 1.445 -1.875 -0.973 0.027 0.147 -0.022 0.329
H -2.310 -0.711 -0.826 0.160 -0.023 0.034 0.386
H 0.779 0.575 1.845 0.073 -0.098 -0.103 0.328
H -0.351 0.607 -1.789 0.019 0.022 0.143 0.474
H -0.914 -1.704 -1.245 -0.020 0.144 0.096 0.401
H -1.250 -1.320 0.447 0.011 0.069 -0.150 0.312
```
Positions in Å, forces in eV/Å.

Output
LUMO level = 0.5 eV
Energy relative to the best compared isomer or geometry (same formula, charge and spin) = 348.9 kJ/mol
HOMO energy = -0.2924 Eh
Total charge = 0
Gap between HOMO and LUMO = 8.47 eV

=====

(6)
Here is the molecule C7H14 from OMol25. Energies are from ωB97M-V/def2-TZVPD.

Geometry as XYZ:
```
21
Properties=species:S:1:pos:R:3:forces:R:3:mulliken_charge:R:1
C 0.767 0.180 0.670 1.508 -1.385 0.119 -0.643
H 2.783 -0.205 -0.256 -0.178 0.216 0.581 0.425
C 2.178 -2.328 -1.388 0.348 0.572 -0.985 -0.724
H 0.357 -0.799 0.959 -0.414 0.050 -0.553 0.370
H -0.031 2.171 0.191 0.301 -0.032 0.213 0.345
H -3.278 1.592 0.145 -0.555 -0.117 0.156 0.320
H 0.390 -1.240 -1.788 -0.061 -0.349 -0.063 0.285
H -1.330 0.375 2.093 -0.058 -0.056 0.167 0.418
H -1.772 2.047 1.683 0.294 -0.011 0.456 0.291
C -2.855 0.668 0.533 0.647 -0.198 0.008 -1.133
H 1.768 0.811 -1.202 -0.285 0.208 0.271 0.331
H 3.204 -2.149 -1.077 -0.065 -0.533 0.410 0.247
H 1.469 0.244 1.514 -0.640 1.435 0.318 0.356
C -1.554 1.060 1.283 -0.584 0.009 -1.037 -0.490
H -2.681 0.051 -0.353 0.270 -0.125 0.164 0.316
H 1.963 -3.216 -1.967 -0.074 -0.049 0.137 0.279
H -3.519 0.091 1.175 -0.346 0.426 -0.012 0.307
H -0.614 0.820 -0.681 -0.528 0.024 -0.133 0.264
C 1.731 -0.043 -0.514 0.362 -0.661 -1.447 -0.948
C 1.382 -1.269 -1.347 -0.422 0.477 0.904 -0.064
C -0.358 1.138 0.328 0.479 0.097 0.327 -0.551
```
Positions in Å, forces in eV/Å.

Output
LUMO level = 1.2 eV
Structure (SMILES) = C=CCCCCC
Energy relative to the best compared isomer or geometry (same formula, charge and spin) = 152.1 kJ/mol
HOMO energy = -0.3516 Eh
Total charge = 0
Gap between HOMO and LUMO = 10.81 eV

=====

(7)
Here is the molecule C7H14 from OMol25. Energies are from ωB97M-V/def2-TZVPD.

Geometry as XYZ:
```
21
Properties=species:S:1:pos:R:3:forces:R:3:mulliken_charge:R:1
C -1.287 -0.232 0.363 0.126 -0.038 0.000 0.758
H -1.875 1.750 1.141 -0.113 -0.178 -0.179 0.283
H 3.284 0.617 0.763 -0.015 -0.224 -0.131 0.241
C 2.770 -0.080 0.103 0.139 -0.139 0.120 -0.654
H -2.357 -0.482 -1.517 0.063 -0.093 0.136 0.400
H 0.303 -1.681 0.713 -0.021 0.161 -0.152 0.256
H 2.289 1.532 -1.399 0.083 -0.172 0.059 0.203
H 3.231 -1.062 0.059 -0.217 0.027 -0.054 0.266
C -1.371 1.311 0.274 0.011 0.054 -0.060 -1.228
C 2.160 0.481 -1.154 -0.045 0.101 -0.159 -0.747
H 0.038 -1.340 -0.987 0.092 0.148 0.122 0.481
H -3.391 -0.741 -0.106 0.238 0.089 0.012 0.384
C -2.377 -0.892 -0.499 0.028 -0.041 -0.020 -1.642
H -1.500 -0.500 1.408 0.175 0.027 -0.199 0.278
H 2.175 -0.176 -2.021 -0.182 0.057 0.195 0.246
H 1.034 1.003 0.593 0.146 -0.077 0.063 0.260
C 0.120 -0.864 0.000 -0.001 0.046 -0.019 -1.002
H -1.885 1.651 -0.631 -0.046 -0.136 0.088 0.316
H -0.386 1.774 0.246 -0.276 0.074 -0.031 0.314
H -2.213 -1.973 -0.575 -0.044 0.123 0.053 0.378
C 1.282 0.125 0.015 -0.141 0.189 0.154 0.210
```
Positions in Å, forces in eV/Å.

Output
LUMO level = 1.2 eV
Structure (SMILES) = CC(C)CC1CC1
Energy relative to the best compared isomer or geometry (same formula, charge and spin) = 141.7 kJ/mol
HOMO energy = -0.3686 Eh
Total charge = 0
Gap between HOMO and LUMO = 11.22 eV

=====

(8)
Here is the molecule C7H14 from OMol25. Energies are from ωB97M-V/def2-TZVPD.

Geometry as XYZ:
```
21
Properties=species:S:1:pos:R:3:forces:R:3:mulliken_charge:R:1
C 2.292 0.368 1.153 0.715 -1.205 1.037 -0.059
H 2.088 1.107 1.920 -0.273 0.205 -0.141 0.297
H -0.312 -0.285 -2.082 -0.118 -0.074 1.495 0.296
H 0.923 -1.434 0.940 0.215 0.182 0.884 0.405
H -2.351 1.048 -1.870 0.030 0.009 -0.301 0.350
H -0.761 0.421 0.958 0.049 0.316 -0.440 0.330
H 1.641 -0.723 -0.416 -0.026 -0.313 -0.087 0.247
C -2.279 0.094 -1.362 -0.567 -1.851 1.279 -0.476
C 1.183 -0.453 0.544 -0.308 0.039 -2.447 -0.765
C -3.191 0.111 -0.101 0.364 0.053 -1.068 -1.165
C 3.583 0.054 0.962 0.059 0.661 -0.596 -0.819
H 3.950 -0.678 0.235 -0.552 -0.014 0.227 0.262
H 4.412 0.627 1.386 -0.484 -0.050 0.246 0.256
H -0.946 -1.471 -0.910 0.265 0.321 0.132 0.309
H -4.254 0.160 -0.425 0.683 0.369 0.514 0.330
H -2.816 0.955 0.444 -0.705 0.644 0.749 0.303
H -2.678 -0.762 -1.917 -0.085 0.692 -0.881 0.313
C -0.118 0.279 0.077 1.539 0.477 0.360 -0.337
C -0.841 -0.381 -1.073 -0.256 -0.642 -1.339 -0.600
H -3.068 -0.765 0.537 0.091 -0.146 -0.192 0.303
H 0.291 1.215 -0.333 -0.635 0.329 0.570 0.219
```
Positions in Å, forces in eV/Å.

Output
LUMO level = 1.2 eV
Structure (SMILES) = C=CCCCCC
Energy relative to the best compared isomer or geometry (same formula, charge and spin) = 156.9 kJ/mol
HOMO energy = -0.3523 Eh
Total charge = 0
Gap between HOMO and LUMO = 10.77 eV

=====

(9)
Here is a cluster of 2 separate species, C7H14 in total from OMol25. Energies are from ωB97M-V/def2-TZVPD.

Geometry as XYZ:
```
21
Properties=species:S:1:pos:R:3:forces:R:3:mulliken_charge:R:1
C 1.188 1.255 -0.757 -0.157 0.726 1.596 -1.675
H -3.195 1.455 0.078 -0.134 0.164 -0.002 0.419
C 0.638 0.046 -0.029 -0.045 0.509 2.728 2.326
H 0.421 0.872 1.977 -0.353 -0.152 -0.285 0.431
H 0.475 -1.081 -1.807 0.149 -0.068 -0.121 0.463
H -0.973 1.363 0.877 1.431 -1.274 0.544 0.155
H 2.318 -0.380 1.460 -0.727 -0.777 -1.687 0.328
H 1.777 1.909 -0.064 -0.218 -0.611 -0.632 0.355
H 1.783 0.904 -1.574 0.393 0.267 -0.740 0.432
H 2.329 -1.111 -0.322 0.545 -0.081 0.972 0.396
C -2.855 0.455 0.011 -0.128 -2.014 -0.002 -0.355
C 1.739 -0.869 0.587 0.065 0.023 -0.107 -1.456
H 0.314 1.856 -1.044 0.390 -0.097 -0.489 0.389
C -0.143 -0.784 -0.958 -0.622 0.833 -3.108 -2.035
H -1.096 -0.288 -1.372 2.306 -0.554 0.203 0.421
C -2.406 -0.671 -0.019 -3.183 2.052 0.165 -0.603
C -0.240 0.517 1.162 -1.156 0.238 0.423 -1.644
H -0.923 -0.340 1.527 1.499 1.516 -0.154 0.421
H -0.478 -1.657 -0.483 0.347 -1.339 0.378 0.381
H 1.289 -1.847 0.936 0.440 1.129 -0.169 0.334
H -1.962 -1.605 -0.185 -0.841 -0.491 0.487 0.516
```
Positions in Å, forces in eV/Å.

Output
LUMO level = 0.9 eV
Structure (SMILES) = CC(C)(C)C.C#C
Energy relative to the best compared isomer or geometry (same formula, charge and spin) = 415.4 kJ/mol
HOMO energy = -0.3555 Eh
Total charge = 0
Gap between HOMO and LUMO = 10.56 eV

=====

(10)
Here is the molecule C7H14 from OMol25. Energies are from ωB97M-V/def2-TZVPD.

Geometry as XYZ:
```
21
Properties=species:S:1:pos:R:3:forces:R:3:mulliken_charge:R:1
H -2.239 -0.515 -0.596 -1.409 -1.002 0.216 0.486
C -0.124 -0.978 -0.501 0.217 4.272 -2.238 -0.391
H -0.599 0.953 -2.702 -0.263 0.313 -0.153 0.278
C -1.433 0.316 -2.424 -2.494 -1.087 1.612 -1.018
H 1.754 2.659 0.802 0.136 0.281 0.655 0.401
C 0.635 -1.648 1.686 -0.934 3.736 -2.313 -1.263
H 1.151 -1.723 2.633 -0.211 0.593 0.129 0.342
H 0.817 1.053 2.385 0.195 -0.925 0.693 0.416
C 0.355 -0.524 0.837 2.441 -6.022 4.686 0.449
H 0.674 -0.739 -1.328 -1.038 -0.558 1.563 0.211
H 1.203 1.921 -0.635 -0.627 -0.601 1.293 0.179
H 2.451 1.131 0.197 -0.669 0.293 0.878 0.315
H -1.439 -0.628 -3.077 -0.348 1.570 0.760 0.237
H 0.145 -2.501 1.321 0.088 -1.608 -0.238 0.272
H -0.543 1.159 1.244 1.262 0.679 0.519 0.209
C 0.538 0.833 1.377 -0.984 2.223 -3.728 -0.321
H -1.312 0.797 -0.366 0.278 1.875 0.820 0.246
C 1.500 1.679 0.438 0.236 -0.540 -1.751 -1.077
H -0.333 -2.010 -0.549 -0.165 -1.086 0.121 0.428
C -1.345 -0.076 -0.924 2.095 -1.781 -1.570 -0.694
H -2.493 0.833 -2.258 2.197 -0.625 -1.954 0.295
```
Positions in Å, forces in eV/Å.

Output
LUMO level = 1.1 eV
Structure (SMILES) = C=C(CC)CCC
Energy relative to the best compared isomer or geometry (same formula, charge and spin) = 273.8 kJ/mol
HOMO energy = -0.3112 Eh
Total charge = 0
Gap between HOMO and LUMO = 9.53 eV